(1)
DFT (the ωB97M-V functional and the def2-TZVPD basis) results for 2 unconnected molecules or ions with the total composition C5H13NO in a non-equilibrium geometry.

Structure (XYZ):
```
20
C5H13NO the ωB97M-V functional and the def2-TZVPD basis
C -1.24 0.29 0.90
C -2.04 1.57 1.03
C -0.32 0.04 2.10
H -0.61 0.40 0.03
H -1.88 -0.56 0.65
H -1.40 2.42 1.28
H -2.51 1.82 0.08
H 0.66 0.46 1.89
H -2.87 1.56 1.74
H -0.28 -0.95 2.57
H -0.61 0.65 2.96
C 0.48 -1.02 -2.11
C 1.92 -0.63 -2.09
O 2.48 0.05 -2.93
N 2.60 -0.97 -0.95
H -0.11 -0.66 -2.95
H 0.01 -0.50 -1.28
H 3.31 -0.37 -0.58
H 2.18 -1.53 -0.22
H 0.24 -2.08 -2.12
```

Computed properties:
**Relative energy (zero: lowest compared OMol25 entry of this formula, charge and spin)**: 0.621 eV
**Energy**: -328.29604 Ha
**HOMO**: -0.363 Eh
**Maximum force**: 1.5 eV/Å
**LUMO energy**: 0.76 eV
**HOMO-LUMO gap**: 10.6 eV
**SMILES string**: CC(N)=O.CCC

(2)
DFT (the ωB97M-V functional and the def2-TZVPD basis) results for a single C5H13NO molecule in a non-equilibrium geometry.

Structure (XYZ):
```
20
C5H13NO the ωB97M-V functional and the def2-TZVPD basis
C 0.05 -0.84 -0.94
C -0.25 -0.79 -2.45
O 0.83 -0.22 -3.20
C -0.53 0.36 -0.21
N 0.09 0.67 1.11
C 1.17 -0.22 1.58
C -0.83 1.10 2.12
H 1.14 -0.80 -0.86
H -0.28 -1.76 -0.54
H -1.15 -0.20 -2.64
H -0.33 -1.81 -2.83
H 1.14 0.59 -2.75
H -0.40 1.25 -0.84
H -1.59 0.23 -0.02
H 1.36 0.06 2.62
H 0.86 -1.27 1.56
H 2.07 0.00 1.03
H -1.87 1.04 1.79
H -0.77 0.48 3.03
H -0.69 2.14 2.45
```

Computed properties:
**Relative energy (zero: lowest compared OMol25 entry of this formula, charge and spin)**: 1.866 eV
**Energy**: -328.25029 Ha
**HOMO**: -0.297 Eh
**Maximum force**: 1.5 eV/Å
**LUMO energy**: 0.93 eV
**HOMO-LUMO gap**: 9.0 eV
**SMILES string**: CN(C)CCCO